Formula: C18H23FN2O3
Source: the OMol25 dataset
Level of theory: ωB97M-V/def2-TZVPD

Structure (ORCA input):
```
! RIJCOSX wB97M-V def2-TZVPD def2/J DEFGRID3
* xyz 0 1
F 1.716 0.857 0.841
O -3.252 -1.309 -1.712
O 3.596 1.444 -0.045
O 2.413 -3.890 3.160
N 0.352 4.953 0.053
N -2.437 5.015 0.518
C 3.104 -1.686 2.650
C -2.955 -2.956 -3.384
C -1.984 1.549 -0.557
C -0.596 1.526 -0.789
C -0.274 6.020 0.458
C 2.435 1.597 0.004
C 4.150 -2.665 2.126
C 0.192 2.635 -0.579
C -2.011 -1.977 -1.453
C -2.568 2.711 -0.119
C -2.079 -3.308 -2.185
C 3.822 -3.921 2.922
C -0.418 3.842 -0.137
C -1.807 3.879 0.096
C 1.676 2.597 -0.816
C 1.898 -2.596 2.834
C -1.661 6.047 0.687
C -3.950 -1.987 -2.763
H -1.194 -1.357 -1.838
H 1.908 2.392 -1.855
H -2.595 0.682 -0.714
H -4.326 -1.249 -3.472
H -0.153 0.601 -1.126
H -1.884 -2.088 -0.376
H 2.907 -0.855 1.978
H 0.308 6.913 0.633
H 1.233 -2.266 3.633
H -3.628 2.754 0.069
H -3.438 -3.817 -3.842
H 4.341 -3.926 3.887
H 1.316 -2.675 1.909
H -2.110 6.966 1.036
H -2.361 -2.450 -4.148
H 5.176 -2.330 2.270
H 2.122 3.553 -0.573
H -2.575 -4.056 -1.562
H 3.421 -1.280 3.613
H -1.096 -3.689 -2.456
H 4.072 -4.840 2.391
H -4.803 -2.517 -2.328
H 3.996 -2.843 1.059
*
```

Computed properties:
Molecular weight in g mol⁻¹: 334.39
SMILES: O=C(F)Cc1cccc2nccnc12.C1CCOC1.C1CCOC1
Energy relative to the best compared isomer or geometry (same formula, charge and spin) in kcal/mol: 32.72
Frontier orbital gap in eV: 8.78

Here are the Mulliken charges for atoms 1 to 2, given in e: number 1, F, carries -0.20; number 2, O, carries -0.43



Formula: C18H23FeN6O4PS3
Source: the OMol25 dataset
Level of theory: ωB97M-V/def2-TZVPD

Structure (ORCA input):
```
! RIJCOSX wB97M-V def2-TZVPD def2/J DEFGRID3
* xyz 3 6
Fe -0.368 -0.292 -0.593
S 1.087 -2.441 -0.524
S -1.709 -0.896 -2.292
S 2.424 1.121 0.866
P -0.638 3.195 -0.987
O 1.631 1.714 1.954
O 3.023 2.052 -0.025
O -0.360 1.675 -1.055
O -1.946 3.773 -0.523
N -2.519 -2.706 -0.330
N -1.789 4.056 -3.295
N 0.346 4.195 1.346
N 1.453 0.025 0.080
N -1.605 -3.618 -2.061
N -1.779 -0.811 0.856
C -0.904 -3.849 -3.322
C -1.939 -4.638 -1.188
C 3.196 -1.306 0.905
C 3.581 -0.073 1.446
C 4.776 0.009 2.158
C -2.971 -0.173 2.818
C -3.880 -1.203 2.701
C 5.005 -2.424 1.942
C -1.986 0.024 1.890
C -2.511 -4.067 -0.095
C -2.709 -1.768 0.700
C 3.834 -2.492 1.217
C -0.393 3.759 -2.735
C 1.983 -1.199 0.149
C -3.753 -1.996 1.568
C 5.450 -1.169 2.376
C 0.633 4.079 -0.122
C -1.970 -2.432 -1.535
H 6.414 -1.142 2.929
H -1.749 -5.693 -1.448
H -1.356 -3.288 -4.112
H -0.959 -4.900 -3.581
H 5.167 0.911 2.602
H -4.492 -2.767 1.360
H -4.640 -1.360 3.443
H 0.566 5.102 -0.528
H 1.612 3.660 -0.172
H -1.267 0.785 2.032
H 0.714 3.347 1.866
H -2.908 -4.484 0.797
H 0.127 -3.547 -3.177
H 0.885 4.970 1.712
H -2.221 3.187 -3.537
H -3.026 0.560 3.619
H -1.762 4.645 -4.105
H 5.574 -3.305 2.199
H 3.366 -3.400 0.927
H 0.139 3.078 -3.392
H 0.184 4.655 -2.617
H -2.394 4.487 -2.589
H -0.666 4.376 1.484
*
```

Computed properties:
Molecular weight in g mol⁻¹: 570.44
Energy relative to the best compared isomer or geometry (same formula, charge and spin) in kcal/mol: 0.00
Frontier orbital gap (spin up / spin down) in eV: 8.58 / 6.90

Here are the Mulliken charges for atoms 1 to 2, given in e: number 1, Fe, carries -0.25; number 2, S, carries -0.47



Formula: C18H23N3O2
Source: the OMol25 dataset
Level of theory: ωB97M-V/def2-TZVPD

Structure (ORCA input):
```
! RIJCOSX wB97M-V def2-TZVPD def2/J DEFGRID3
* xyz 0 1
O -1.246 -4.612 -2.601
O -1.313 -4.335 0.181
N -0.991 0.553 -0.387
N 1.611 2.401 2.698
N -0.211 3.873 0.701
C -0.394 2.670 -1.442
C -1.148 -3.213 -0.616
C 2.564 2.723 3.598
C -1.087 -3.394 -2.016
C -2.583 -5.046 -2.697
C 0.484 3.035 -0.283
C 1.953 2.018 1.467
C -0.980 -0.755 -0.935
C 3.272 1.968 1.102
C 3.934 2.713 3.275
C -1.448 -4.153 1.584
C -0.938 -2.295 -2.844
C 4.292 2.363 1.966
C -1.115 -1.877 -0.069
C -1.518 1.763 -1.068
C -0.166 0.825 0.807
C -0.885 -0.994 -2.321
C 0.990 1.732 0.350
H 0.287 3.863 1.623
H -2.132 1.517 -1.918
H 0.175 2.140 -2.212
H -1.287 -1.704 0.978
H -0.805 -0.148 -2.954
H -2.983 -5.226 -1.699
H 2.224 2.945 4.588
H -0.309 4.841 0.334
H 4.651 2.939 4.044
H -1.472 -5.105 2.073
H 1.386 3.542 -0.617
H -0.757 1.323 1.549
H -2.174 2.298 -0.355
H -0.589 -3.654 2.022
H 3.544 1.708 0.080
H 5.340 2.354 1.659
H -0.794 3.601 -1.897
H 0.262 -0.079 1.238
H -3.201 -4.331 -3.239
H -2.387 -3.539 1.820
H -2.618 -5.960 -3.207
H -0.931 -2.459 -3.926
H 1.491 1.171 -0.433
*
```

Computed properties:
Molecular weight in g mol⁻¹: 313.40
SMILES: COc1ccc(N2CC[C@@H](N)[C@@H](c3ccccn3)C2)cc1OC
Energy relative to the best compared isomer or geometry (same formula, charge and spin) in kcal/mol: 74.90
Frontier orbital gap in eV: 7.97

Here are the Mulliken charges for atoms 1 to 2, given in e: number 1, O, carries -0.52; number 2, O, carries -0.45



Calculated electronic energy (Eh), listed in the same order as above: -1134.7737, -4128.0370, -1014.3930